1.
DFT (the ωB97M-V functional and the def2-TZVPD basis) results for the molecule C22H30N4O2 in a non-equilibrium geometry.

Results
HOMO energy = -8.876 eV
Total charge = 0
LUMO = 0.791 eV
Relative energy (zero: lowest compared OMol25 entry of this formula, charge and spin) = 209.3 kJ/mol

Positions of all 58 atoms, in Å:
O: -0.795 -0.085 -1.418
C: 0.000 -0.668 -0.703
N: 1.105 -0.058 -0.226
C: 2.176 -0.645 0.542
H: 1.954 -1.676 0.808
C: 3.476 -0.581 -0.262
N: 3.775 0.799 -0.591
C: 2.706 1.359 -1.396
C: 1.399 1.308 -0.606
H: 0.568 1.677 -1.207
H: 1.498 1.913 0.301
H: 2.947 2.399 -1.628
H: 2.578 0.809 -2.346
C: 5.080 0.938 -1.214
C: 6.178 0.605 -0.240
C: 7.229 -0.229 -0.593
C: 8.235 -0.515 0.314
C: 8.196 0.026 1.587
C: 7.147 0.856 1.949
C: 6.147 1.146 1.040
H: 5.323 1.788 1.313
H: 7.112 1.280 2.942
H: 8.979 -0.199 2.296
H: 9.049 -1.164 0.026
H: 7.262 -0.657 -1.586
H: 5.187 1.983 -1.523
H: 5.173 0.309 -2.118
H: 4.297 -0.983 0.335
H: 3.371 -1.200 -1.175
H: 2.304 -0.061 1.461
C: -0.217 -2.120 -0.287
C: -1.600 -2.574 -0.753
C: -2.633 -1.750 -0.078
N: -2.614 -1.326 1.142
N: -3.739 -0.601 1.326
C: -4.390 -0.620 0.210
O: -3.742 -1.345 -0.730
C: -5.674 0.055 -0.099
C: -5.444 1.571 -0.175
C: -6.755 2.295 -0.462
C: -7.789 1.973 0.613
C: -8.023 0.467 0.688
C: -6.716 -0.264 0.976
H: -6.318 0.043 1.944
H: -6.890 -1.342 1.012
H: -8.749 0.241 1.470
H: -8.434 0.117 -0.262
H: -8.728 2.485 0.392
H: -7.429 2.330 1.579
H: -6.577 3.371 -0.498
H: -7.137 1.985 -1.438
H: -5.034 1.905 0.780
H: -4.711 1.792 -0.954
H: -6.018 -0.308 -1.073
H: -1.709 -2.441 -1.830
H: -1.752 -3.628 -0.505
H: -0.175 -2.194 0.799
H: 0.553 -2.752 -0.732

Charges per atom according to natural (NBO) partitioning, unit e: -0.646, 0.698, -0.435, -0.216, 0.217, -0.237, -0.441, -0.224, -0.231, 0.251, 0.196, 0.206, 0.168, -0.254, 0.059, -0.234, -0.209, -0.218, -0.204, -0.240, 0.224, 0.213, 0.213, 0.212, 0.207, 0.210, 0.170, 0.218, 0.163, 0.202, -0.500, -0.442, 0.481, -0.325, -0.314, 0.486, -0.406, -0.283, -0.384, -0.397, -0.396, -0.396, -0.385, 0.217, 0.210, 0.210, 0.191, 0.206, 0.196, 0.210, 0.192, 0.212, 0.215, 0.219, 0.244, 0.230, 0.245, 0.227

---

2.
DFT (the ωB97M-V functional and the def2-TZVPD basis) results for a structure of composition C22H30N7S2V.

Results
2S+1 = 3
HOMO energy (spin up / spin down) = -13.759 / -13.780 eV
Total charge = +2
LUMO (spin up / spin down) = -6.876 / -6.342 eV

Positions of all 62 atoms, in Å:
V: 0.089 -0.611 0.738
C: -2.329 -1.526 -1.059
C: -1.313 -1.199 -2.160
C: -1.300 0.283 -2.441
C: -2.182 0.823 -3.364
C: -2.298 2.198 -3.511
C: -1.555 3.041 -2.703
C: -0.651 2.540 -1.769
C: 0.101 3.522 -0.892
C: 1.175 4.320 -1.636
C: -0.516 1.152 -1.690
N: 0.457 0.572 -0.780
C: 1.730 0.905 -0.893
C: 2.618 0.413 0.080
C: 3.983 0.527 0.332
C: 4.233 -0.215 1.490
C: 3.008 -0.745 1.898
N: 2.022 -0.382 1.048
H: -2.340 -2.583 -0.796
H: -3.331 -1.236 -1.375
H: -2.141 -0.952 -0.137
H: -1.580 -1.740 -3.067
H: -0.316 -1.550 -1.874
H: -2.788 0.159 -3.969
H: -2.985 2.609 -4.239
H: -1.679 4.115 -2.786
H: 0.541 3.016 -0.032
H: -0.631 4.223 -0.487
H: 2.009 3.692 -1.957
H: 1.580 5.108 -1.002
H: 0.760 4.788 -2.529
H: 2.054 1.524 -1.723
H: 4.697 1.092 -0.248
H: 5.179 -0.342 1.991
H: 2.814 -1.358 2.767
S: 0.126 -2.952 0.933
C: 1.370 -3.542 -0.142
N: 1.149 -4.549 -0.966
C: 2.356 -4.920 -1.730
C: 3.417 -3.954 -1.150
N: 2.613 -3.117 -0.240
H: 0.269 -5.036 -1.006
H: 2.187 -4.762 -2.792
H: 2.606 -5.964 -1.564
H: 3.885 -3.344 -1.917
H: 4.191 -4.473 -0.589
H: 2.986 -2.378 0.341
C: -4.752 1.736 2.999
C: -3.362 2.355 2.809
C: -2.271 1.348 2.967
N: -1.600 0.827 2.009
N: -0.681 -0.117 2.452
C: -0.688 -0.312 3.767
N: 0.095 -1.194 4.377
S: -1.829 0.701 4.541
H: -5.512 2.509 2.915
H: -4.857 1.274 3.982
H: -4.947 0.979 2.240
H: -3.208 3.159 3.530
H: -3.259 2.778 1.810
H: 0.579 -1.887 3.827
H: 0.024 -1.349 5.370

Charges per atom according to natural (NBO) partitioning, unit e: 1.429, -0.568, -0.409, -0.043, -0.192, -0.172, -0.189, -0.028, -0.430, -0.594, 0.141, -0.657, 0.210, 0.006, -0.168, -0.301, -0.027, -0.631, 0.229, 0.246, 0.152, 0.243, 0.196, 0.227, 0.238, 0.229, 0.196, 0.231, 0.190, 0.230, 0.223, 0.238, 0.251, 0.256, 0.216, -0.183, 0.391, -0.539, -0.230, -0.227, -0.552, 0.445, 0.230, 0.238, 0.232, 0.231, 0.449, -0.598, -0.461, 0.143, -0.288, -0.516, 0.282, -0.738, 0.479, 0.246, 0.215, 0.219, 0.246, 0.251, 0.426, 0.437

---

3.
DFT (the ωB97M-V functional and the def2-TZVPD basis) results for the ion C22H30NO3 with charge +1 in a non-equilibrium geometry.

Results
HOMO energy = -11.025 eV
Total charge = +1
LUMO = -2.147 eV
Relative energy (zero: lowest compared OMol25 entry of this formula, charge and spin) = 80.2 kJ/mol

Positions of all 56 atoms, in Å:
C: 4.104 3.884 3.142
H: 4.661 3.956 2.204
H: 3.375 4.696 3.201
H: 4.796 3.959 3.979
O: 3.482 2.624 3.277
C: 2.546 2.257 2.376
C: 2.141 3.011 1.280
C: 1.157 2.516 0.443
C: 0.584 1.280 0.662
C: 1.000 0.519 1.752
C: 1.964 1.007 2.609
H: 2.296 0.484 3.491
O: 0.349 -0.702 1.907
C: 0.900 -1.728 2.714
C: 1.291 -2.946 1.848
O: 2.239 -2.601 0.867
H: 3.063 -2.320 1.280
H: 1.685 -3.723 2.521
C: 0.072 -3.537 1.124
N: -0.508 -2.566 0.166
C: -1.983 -2.643 0.088
C: -2.523 -1.523 -0.790
H: -3.609 -1.603 -0.828
C: -1.940 -1.606 -2.201
C: -0.414 -1.576 -2.097
C: 0.088 -2.687 -1.186
H: 1.172 -2.641 -1.082
H: -0.193 -3.664 -1.590
H: 0.032 -1.711 -3.082
H: -0.087 -0.607 -1.717
H: -2.241 -2.561 -2.646
C: -2.477 -0.489 -3.113
C: -2.112 0.899 -2.661
C: -2.921 1.594 -1.769
C: -2.588 2.874 -1.361
C: -1.445 3.483 -1.848
C: -0.634 2.803 -2.742
C: -0.965 1.520 -3.142
H: -0.336 1.004 -3.853
H: 0.251 3.276 -3.141
H: -1.197 4.488 -1.544
H: -3.231 3.402 -0.673
H: -3.833 1.140 -1.408
H: -3.564 -0.578 -3.158
H: -2.087 -0.652 -4.119
H: -2.276 -0.557 -0.345
H: -2.394 -2.557 1.096
H: -2.255 -3.619 -0.322
H: -0.260 -1.624 0.549
H: 0.370 -4.438 0.583
H: -0.678 -3.807 1.869
H: 0.144 -2.024 3.450
H: 1.783 -1.381 3.252
H: -0.196 0.919 0.010
H: 0.830 3.101 -0.401
H: 2.572 3.977 1.078

Charges per atom according to natural (NBO) partitioning, unit e: -0.258, 0.182, 0.184, 0.211, -0.501, 0.421, -0.337, -0.153, -0.308, 0.316, -0.370, 0.226, -0.547, -0.093, 0.064, -0.727, 0.496, 0.201, -0.233, -0.404, -0.215, -0.424, 0.240, -0.206, -0.427, -0.227, 0.262, 0.211, 0.240, 0.226, 0.209, -0.418, -0.048, -0.169, -0.217, -0.218, -0.208, -0.217, 0.212, 0.222, 0.223, 0.223, 0.202, 0.223, 0.224, 0.223, 0.226, 0.218, 0.489, 0.238, 0.231, 0.202, 0.206, 0.215, 0.228, 0.228

---

4.
DFT (the ωB97M-V functional and the def2-TZVPD basis) results for a structure of composition C22H31As3ClF9NO5Pd in a non-equilibrium geometry.

Results
HOMO energy (spin up / spin down) = -5.521 / -5.520 eV
Total charge = -1
LUMO (spin up / spin down) = 1.562 / 1.563 eV
Relative energy (zero: lowest compared OMol25 entry of this formula, charge and spin) = 120.1 kJ/mol

Positions of all 73 atoms, in Å:
Pd: -0.013 -0.476 0.548
C: 3.531 3.421 2.060
As: 2.268 2.139 1.250
C: 1.479 1.596 2.961
C: 3.505 0.605 1.086
C: 4.198 0.465 -0.276
C: 4.750 1.826 -0.726
C: 3.276 -0.078 -1.393
As: 1.306 -0.031 -1.380
C: 0.877 1.609 -2.301
C: 1.105 -1.297 -2.824
C: 5.411 -0.481 -0.152
As: 5.351 -2.355 0.502
C: 3.573 -3.034 0.031
C: 5.011 -2.063 2.416
H: 4.150 2.940 2.819
H: 2.946 4.213 2.529
H: 4.169 3.874 1.302
H: 2.216 1.076 3.574
H: 0.623 0.942 2.799
H: 1.131 2.488 3.482
H: 2.915 -0.288 1.305
H: 4.257 0.695 1.877
H: 3.941 2.529 -0.941
H: 5.350 1.714 -1.633
H: 5.384 2.263 0.049
H: 3.467 -1.143 -1.518
H: 3.532 0.395 -2.346
H: 1.573 1.707 -3.136
H: 0.954 2.452 -1.620
H: -0.148 1.540 -2.657
H: 1.763 -0.977 -3.634
H: 0.068 -1.293 -3.152
H: 1.349 -2.296 -2.475
H: 6.151 -0.017 0.511
H: 5.893 -0.553 -1.133
H: 3.525 -3.299 -1.025
H: 2.759 -2.359 0.283
H: 3.435 -3.948 0.611
H: 5.663 -1.272 2.788
H: 5.254 -2.985 2.944
H: 3.972 -1.809 2.615
F: -2.713 4.211 0.851
C: -1.679 3.478 0.399
F: -0.632 3.752 1.183
F: -1.376 3.922 -0.833
C: -1.976 1.945 0.352
O: -0.815 1.336 0.057
C: -3.064 1.684 -0.759
F: -3.982 2.673 -0.839
F: -2.483 1.599 -1.960
F: -3.726 0.549 -0.542
C: -2.599 1.532 1.728
F: -3.907 1.826 1.813
F: -1.992 2.164 2.750
F: -2.460 0.227 1.938
Cl: -5.655 -5.743 -4.303
C: -4.428 -4.835 -3.443
C: -4.578 -3.467 -3.295
C: -3.608 -2.758 -2.601
C: -2.497 -3.404 -2.072
C: -2.367 -4.776 -2.244
C: -3.332 -5.504 -2.925
C: -1.444 -2.621 -1.290
O: -0.372 -3.206 -1.043
O: -1.770 -1.445 -0.980
H: -5.447 -2.971 -3.708
H: -3.699 -1.691 -2.448
H: -1.491 -5.260 -1.832
H: -3.244 -6.574 -3.052
O: -0.560 -1.797 2.325
N: 0.559 -1.921 1.789
O: 1.532 -2.235 2.439

Charges per atom according to Mulliken partitioning, unit e: 1.153, -1.356, 1.035, -1.141, -0.664, 2.938, -2.149, -2.106, 1.106, -1.142, -1.525, -2.355, 0.302, -1.012, -0.958, 0.343, 0.450, 0.372, 0.414, 0.080, 0.456, -1.023, 0.968, 0.399, 0.535, 0.414, 0.541, 0.567, 0.526, 0.138, 0.288, 0.577, 0.387, 0.352, 0.637, 0.422, 0.387, -0.094, 0.487, 0.286, 0.428, 0.150, -0.281, 0.194, -0.199, -0.268, 1.065, 0.014, 0.358, -0.304, -0.263, -0.265, -0.115, -0.296, -0.279, -0.191, -0.253, 0.474, -0.761, -0.164, -0.117, -0.185, -0.707, 0.055, -0.745, -0.314, 0.412, 0.404, 0.446, 0.399, -0.636, 0.492, -0.583